The following is a DFT calculation (wB97M-V/def2-TZVPD) of a cluster of 2 separate species, C3H3OP in total at a distorted geometry.

Output
Charge   0
Multiplicity   1
LUMO energy (alpha / beta)   -1.273 / -1.273 eV
Relative energy (zero: lowest compared OMol25 entry of this formula, charge and spin)   697.93 kJ/mol
E_HOMO (alpha / beta)   -9.366 / -9.366 eV
Total energy   -14487.788 eV

```
8
C3H3OP | OMol25 | wB97M-V/def2-TZVPD
C -1.296 0.971 0.109
C 0.955 1.264 0.029
C -1.440 -0.231 0.119
O -1.346 -1.405 0.178
P 1.315 -0.388 0.123
H -1.430 2.009 0.270
H 2.469 -0.621 -0.692
H 0.775 -1.601 -0.137
```

Here are the natural (NBO) charges for atoms 1 to 2, given in e:
1 C -0.5080
2 C -0.2216

***

The following is a DFT calculation (wB97M-V/def2-TZVPD) of an isolated molecule of C6H9N.

Output
Charge   0
Multiplicity   1
LUMO energy   0.317 eV
Relative energy (zero: lowest compared OMol25 entry of this formula, charge and spin)   658.29 kJ/mol
E_HOMO   -7.838 eV
Total energy   -7851.337 eV

```
16
C6H9N | OMol25 | wB97M-V/def2-TZVPD
C -0.344 -1.941 -2.025
C -0.522 -0.607 -1.728
C -0.154 0.620 -1.492
C -0.093 1.331 -0.201
N -0.455 0.541 0.972
C 0.144 0.944 2.229
C 0.597 -0.284 1.528
H 0.640 -2.406 -2.013
H -0.996 -0.769 -2.794
H -1.175 -2.553 -2.359
H 0.926 1.762 -0.117
H -0.764 2.200 -0.247
H -0.501 0.882 3.102
H 0.824 1.798 2.220
H 1.579 -0.247 1.052
H 0.296 -1.270 1.874
```

Here are the natural (NBO) charges for atoms 1 to 2, given in e:
1 C -0.4290
2 C -0.3563

***

The following is a DFT calculation (wB97M-V/def2-TZVPD) of a cluster of 2 separate species, C4H9Br2P in total at a distorted geometry.

Output
SMILES   C=C(C)C.BrPBr
Charge   0
Multiplicity   1
LUMO energy   0.003 eV
Relative energy (zero: lowest compared OMol25 entry of this formula, charge and spin)   204.70 kJ/mol
E_HOMO   -9.154 eV
Total energy   -153667.264 eV

```
16
C4H9Br2P | OMol25 | wB97M-V/def2-TZVPD
C -0.930 -1.258 0.623
C -0.866 1.276 0.958
C -0.608 0.446 -1.297
C -0.938 0.206 0.166
P 3.219 0.378 0.864
Br 4.738 1.370 -0.392
Br 2.941 -1.625 0.035
H -0.293 -1.502 1.457
H -1.924 -1.623 0.950
H -0.382 -1.777 -0.188
H 4.146 0.083 1.872
H -0.836 1.261 2.060
H -0.687 2.154 0.436
H 0.470 0.586 -1.545
H -1.109 -0.448 -1.778
H -1.084 1.363 -1.642
```

Here are the natural (NBO) charges for atoms 1 to 2, given in e:
1 C -0.6697
2 C -0.4069